No. 1
Formula: C4H11N3O2
Source: OMol25
Level of theory: wB97M-V/def2-TZVPD

Element x y z (Å)
1 C 0.9226 -2.9575 1.0499
2 C 1.2905 -0.9643 -0.3730
3 N 0.0822 -0.5063 -0.3169
4 N 1.7741 -2.0873 0.2570
5 N 2.2505 -0.2129 -1.0806
6 H -0.5067 -0.9063 0.4445
7 H -0.0946 1.0628 1.1219
8 H 2.7448 -2.0021 0.5822
9 H 2.5895 -0.6763 -1.9376
10 H 1.8603 0.6952 -1.2345
11 H 0.1979 -2.4438 1.6897
12 H 1.5402 -3.3761 1.8683
13 H 0.5368 -3.7807 0.4000
14 C -1.0409 2.3170 -1.0208
15 C -1.7593 1.6028 0.0279
16 O -1.0001 1.5787 1.2178
17 O -2.8895 1.2922 0.1895
18 H -1.2372 3.3763 -0.7986
19 H -1.6060 2.2135 -1.9556
20 H -0.0204 2.0875 -1.2893

The multiplicity is 2. The calculation puts the lowest unoccupied orbital energy (alpha / beta) at -3.935 / -9.151 eV. The gap between HOMO and LUMO (alpha / beta) is 9.71 / 4.48 eV. As for the energy relative to the best compared isomer or geometry (same formula, charge and spin): 74.9 kcal per mole. Its charge is +1.

No. 2
Formula: C38H32INO2P2PtS
Source: OMol25
Level of theory: wB97M-V/def2-TZVPD

Element x y z (Å)
1 Pt 0.3962 1.0743 0.5688
2 C 0.3606 -0.8511 -3.5078
3 N 0.7673 -0.3220 -2.1971
4 P -0.1872 0.8985 -1.5389
5 C 0.0016 2.2697 -2.7024
6 C -0.8693 2.3974 -3.7852
7 C -0.6761 3.4030 -4.7201
8 C 0.3809 4.2891 -4.5786
9 C 1.2462 4.1726 -3.5001
10 C 1.0574 3.1700 -2.5618
11 C -1.9306 0.4605 -1.6115
12 C -2.3330 -0.8704 -1.5985
13 C -3.6760 -1.1838 -1.4566
14 C -4.6151 -0.1733 -1.3164
15 C -4.2178 1.1580 -1.3208
16 C -2.8770 1.4755 -1.4618
17 P 1.7465 -1.3189 -1.0976
18 C 3.2250 -0.2449 -0.9003
19 C 3.5553 0.8178 -1.7358
20 C 4.6887 1.5765 -1.4943
21 C 5.5137 1.2749 -0.4178
22 C 5.2013 0.2084 0.4119
23 C 4.0594 -0.5439 0.1735
24 C 2.4450 -2.5052 -2.3255
25 C 2.0732 -3.8371 -2.1667
26 C 2.5304 -4.8136 -3.0449
27 C 3.3633 -4.4606 -4.0931
28 C 3.7508 -3.1340 -4.2561
29 C 3.2993 -2.1660 -3.3758
30 H -0.4657 -0.2624 -3.9049
31 H 0.0297 -1.8890 -3.4389
32 H 1.1840 -0.8011 -4.2195
33 H -1.7073 1.7207 -3.8919
34 H -1.3569 3.4967 -5.5560
35 H 0.5274 5.0750 -5.3083
36 H 2.0688 4.8661 -3.3849
37 H 1.7347 3.0857 -1.7242
38 H -1.5969 -1.6605 -1.6544
39 H -3.9823 -2.2204 -1.4236
40 H -5.6600 -0.4235 -1.1874
41 H -4.9498 1.9458 -1.2013
42 H -2.5647 2.5140 -1.4510
43 H 2.9107 1.0564 -2.5736
44 H 4.9254 2.4140 -2.1390
45 H 6.3945 1.8732 -0.2247
46 H 5.8394 -0.0304 1.2531
47 H 3.8077 -1.3688 0.8333
48 H 1.4209 -4.1096 -1.3446
49 H 2.2371 -5.8461 -2.9059
50 H 3.7175 -5.2160 -4.7829
51 H 4.4135 -2.8597 -5.0670
52 H 3.6234 -1.1393 -3.4972
53 I -2.1053 3.4630 6.2520
54 C -1.9153 2.0083 4.7704
55 C -1.6384 0.6960 5.1322
56 C -1.5056 -0.2659 4.1451
57 C -1.6269 0.0755 2.8025
58 C -1.9388 1.3872 2.4604
59 C -2.0821 2.3602 3.4414
60 C -1.4013 -0.9977 1.7684
61 O -1.9229 -2.0871 1.9053
62 O -0.6197 -0.7170 0.7602
63 H -1.5275 0.4291 6.1743
64 H -1.3005 -1.2962 4.4060
65 H -2.1132 1.6510 1.4233
66 H -2.3129 3.3801 3.1657
67 S 1.4388 3.1129 0.6748
68 C 1.5767 2.8716 2.4108
69 C 1.6592 1.5745 2.9232
70 C 1.6796 1.3419 4.2927
71 C 1.6636 2.4127 5.1710
72 C 1.6051 3.7090 4.6691
73 C 1.5501 3.9410 3.3059
74 H 1.7794 0.6934 2.2740
75 H 1.7366 0.3272 4.6647
76 H 1.6989 2.2415 6.2387
77 H 1.5813 4.5485 5.3519
78 H 1.4716 4.9510 2.9240

The calculation puts the lowest unoccupied orbital energy at -0.352 eV. The gap between HOMO and LUMO is 7.25 eV. As for the energy relative to the best compared isomer or geometry (same formula, charge and spin): 13.7 kcal per mole.

No. 3
Formula: C4H5NS
Source: OMol25
Level of theory: wB97M-V/def2-TZVPD

Element x y z (Å)
1 S -2.4671 0.4312 0.4306
2 C -1.1182 0.0632 -0.7865
3 C -0.0383 -0.5875 0.0077
4 C 1.0641 0.0621 0.0802
5 C 2.2932 -0.4082 0.5746
6 N 2.2118 0.8404 0.1168
7 H -2.3572 1.7592 0.5118
8 H -1.6881 -0.7402 -1.5314
9 H -0.7569 0.9750 -1.1610
10 H -0.2061 -1.4785 0.5995
11 H 3.0629 -0.9166 1.1576

The calculation puts the lowest unoccupied orbital energy at 0.349 eV. The gap between HOMO and LUMO is 8.65 eV. As for the energy relative to the best compared isomer or geometry (same formula, charge and spin): 103.7 kcal per mole. Its SMILES is SC/C=C1C=N/1.

No. 4
Formula: C26H43FN5O8S2
Source: OMol25
Level of theory: wB97M-V/def2-TZVPD

Element x y z (Å)
1 C 3.6949 2.2975 -0.7970
2 C 2.4408 2.9644 -0.2254
3 C 2.7632 4.2498 0.5471
4 C 1.6130 1.9673 0.5845
5 C 0.8729 0.9707 -0.3433
6 C -0.6183 0.7730 -0.1366
7 N -0.9760 0.0563 1.0984
8 C -0.8717 0.6245 2.1837
9 S -0.6663 1.2782 3.5683
10 C -1.0701 -0.2561 -1.2663
11 C -0.0468 -1.3336 -1.7063
12 C 0.4345 -2.2939 -0.6084
13 C 1.7703 -2.9742 -0.9596
14 C 2.9377 -2.3497 -0.1930
15 N 3.5524 -1.1812 -0.9142
16 C 4.8883 -1.5046 -1.3360
17 N 5.8901 -1.4340 -0.5660
18 N 5.0118 -1.9356 -2.6597
19 C -2.3809 -1.0355 -0.9930
20 C -3.2164 -1.3864 -2.2293
21 C -4.1345 -2.5778 -2.0051
22 O -5.2684 -2.5873 -2.4304
23 O -3.5991 -3.6874 -1.3971
24 C -1.2904 0.6566 -2.4346
25 O -1.1847 0.4229 -3.7015
26 N -1.6231 1.8399 -2.0020
27 C -1.9714 2.9014 -2.9527
28 C -0.7585 3.5234 -3.6419
29 O -0.9877 3.4072 -5.0317
30 C -1.5782 1.9446 -0.5441
31 S -0.8945 3.6822 -0.3600
32 C -2.9514 1.9858 0.1757
33 C -4.0789 2.2054 -0.7836
34 O -4.5739 1.3800 -1.5086
35 F -4.5136 3.4683 -0.7786
36 H 4.3688 3.0650 -1.1545
37 H 3.4006 1.6818 -1.6400
38 H 4.1772 1.6466 -0.0810
39 H 1.8354 3.2546 -1.0773
40 H 3.7878 4.2429 0.8953
41 H 2.6467 5.0887 -0.1276
42 H 2.0779 4.4146 1.3703
43 H 0.9131 2.5044 1.2086
44 H 2.2514 1.4077 1.2569
45 H 1.0568 1.2545 -1.3732
46 H 1.3782 0.0304 -0.1937
47 H -0.4728 -1.9465 -2.4974
48 H 0.8243 -0.8607 -2.1547
49 H -0.3093 -3.0767 -0.5189
50 H 0.4867 -1.8040 0.3517
51 H 1.6936 -4.0040 -0.6361
52 H 1.9388 -2.9906 -2.0315
53 H 2.5631 -1.9699 0.7501
54 H 3.6864 -3.0947 0.0339
55 H 3.0084 -1.0689 -1.7611
56 H 5.5625 -1.1045 0.3367
57 H 4.4578 -1.3392 -3.2601
58 H 5.9888 -1.8642 -2.9107
59 H -2.1476 -1.9613 -0.4962
60 H -3.0407 -0.5023 -0.3232
61 H -2.6156 -1.6772 -3.0874
62 H -3.8833 -0.5896 -2.5188
63 H -3.3985 -3.5280 -0.4724
64 H -1.0609 -0.5195 -3.8900
65 H -2.5751 3.6658 -2.4892
66 H -2.5955 2.4823 -3.7311
67 H 0.1487 2.9964 -3.3489
68 H -0.6977 4.5762 -3.3932
69 H -0.2507 3.8134 -5.4876
70 H -0.7087 3.7267 0.9666
71 H -2.9502 2.8033 0.8752
72 H -3.1435 1.0999 0.7617
73 C -2.5442 -2.2186 6.8186
74 C -1.1707 -2.7695 6.5285
75 C -0.4079 -2.0670 5.4310
76 O 0.4602 -3.1022 4.9573
77 C -0.1576 -4.2916 5.1980
78 O 0.1979 -5.3317 4.7635
79 O -1.2423 -4.1041 5.9921
80 H -3.1092 -2.9124 7.4389
81 H -2.4709 -1.2645 7.3398
82 H -3.1103 -2.0724 5.8971
83 H -0.5802 -2.8118 7.4477
84 H 0.1687 -1.2137 5.7816
85 H -1.0513 -1.7558 4.6029

The calculation puts the lowest unoccupied orbital energy at -3.297 eV. The gap between HOMO and LUMO is 8.43 eV. Its charge is +1.